Entry from the OMol25 dataset: the ion C23H44NO3 with charge +1 in a non-equilibrium geometry (the ωB97M-V functional and the def2-TZVPD basis).

CARTESIAN COORDINATES (ANGSTROEM)
1 C 3.249 -9.842 -0.807
2 C 2.235 -8.778 -0.407
3 C 2.896 -7.411 -0.246
4 C 1.950 -6.329 0.274
5 C 0.861 -5.952 -0.730
6 C 0.008 -4.795 -0.213
7 C -1.066 -4.412 -1.224
8 H -0.609 -4.066 -2.155
9 H -1.738 -5.247 -1.424
10 O -1.921 -3.369 -0.710
11 C -1.507 -2.132 -0.814
12 O -0.482 -1.751 -1.312
13 C -2.575 -1.196 -0.206
14 N -2.148 0.212 -0.022
15 C -1.920 0.843 -1.341
16 H -1.539 1.850 -1.184
17 H -2.853 0.884 -1.899
18 H -1.187 0.268 -1.903
19 C -3.233 0.938 0.664
20 H -2.990 1.998 0.701
21 H -4.167 0.814 0.118
22 H -3.365 0.559 1.676
23 C -0.887 0.248 0.784
24 H -0.068 -0.006 0.109
25 H -0.951 -0.514 1.563
26 C -0.576 1.582 1.468
27 O -0.619 2.632 0.540
28 C -0.236 3.894 1.085
29 H -0.811 4.033 2.011
30 C 1.280 4.043 1.333
31 H 1.509 4.155 2.391
32 H 1.820 3.172 0.960
33 C 1.645 5.298 0.527
34 H 2.567 5.771 0.857
35 C 1.644 4.892 -0.949
36 H 2.056 5.684 -1.572
37 H 2.241 3.997 -1.119
38 C 0.149 4.656 -1.233
39 H -0.218 5.277 -2.049
40 H -0.052 3.619 -1.494
41 C -0.545 5.033 0.091
42 C -2.023 5.339 -0.053
43 H -2.166 6.199 -0.700
44 H -2.470 5.557 0.915
45 H -2.546 4.492 -0.494
46 C 0.371 6.162 0.636
47 C 0.397 7.419 -0.233
48 H 1.261 8.024 0.033
49 H -0.496 8.012 -0.051
50 H 0.449 7.206 -1.294
51 C 0.063 6.629 2.059
52 H 0.785 7.389 2.348
53 H -0.927 7.078 2.099
54 H 0.107 5.835 2.797
55 H 0.428 1.485 1.905
56 H -1.273 1.779 2.299
57 H -2.880 -1.622 0.752
58 H -3.440 -1.224 -0.875
59 H 0.646 -3.929 -0.023
60 H -0.471 -5.081 0.726
61 H 1.327 -5.664 -1.674
62 H 0.219 -6.813 -0.919
63 H 2.535 -5.436 0.508
64 H 1.485 -6.672 1.201
65 H 3.727 -7.508 0.457
66 H 3.314 -7.095 -1.205
67 H 1.764 -9.063 0.537
68 H 1.455 -8.727 -1.168
69 H 3.723 -9.582 -1.751
70 H 2.765 -10.808 -0.921
71 H 4.025 -9.935 -0.050

Results
SMILES: CCCCCCCOC(=O)C[N+](C)(C)CCO[C@H]1C[C@H]2CC[C@]1(C)C2(C)C
E_LUMO: -2.30 eV
total charge: +1
ΔE to the lowest compared entry with this formula, charge and spin: 3.5 kcal/mol

=====

Entry from the OMol25 dataset: a structure of composition C23H45AlBr2ClCsF9N4NaO7P in a non-equilibrium geometry (the ωB97M-V functional and the def2-TZVPD basis).

CARTESIAN COORDINATES (ANGSTROEM)
1 O 1.997 -2.513 3.418
2 C 1.744 -3.666 2.784
3 O 2.538 -4.052 1.599
4 N 0.612 -4.635 3.175
5 C -0.290 -4.639 1.925
6 C -1.770 -5.281 2.267
7 C -2.855 -4.533 1.294
8 F -2.176 -4.386 -0.048
9 Br -4.462 -5.726 0.913
10 C -3.274 -3.016 1.751
11 F -2.383 -1.962 1.200
12 F -4.638 -2.766 1.151
13 Br -3.474 -2.744 3.722
14 H 2.074 -3.654 0.791
15 H 0.988 -5.598 3.339
16 H -0.347 -3.504 1.589
17 H 0.194 -5.238 1.043
18 H -1.712 -6.427 1.938
19 H -2.043 -5.292 3.406
20 C 2.418 0.042 -0.102
21 C 1.388 0.383 -1.175
22 C -0.009 -0.147 -0.848
23 C 0.030 -1.662 -0.733
24 N 0.063 -2.919 -0.636
25 H 2.550 -1.040 0.001
26 H 3.393 0.464 -0.364
27 H 2.120 0.448 0.871
28 H 1.727 -0.027 -2.134
29 H 1.341 1.471 -1.289
30 H -0.712 0.135 -1.639
31 H -0.371 0.277 0.095
32 C -0.976 1.352 -9.304
33 C 0.038 2.093 -8.450
34 C 0.827 1.244 -7.449
35 N 0.025 0.647 -6.276
36 C -1.047 1.596 -5.754
37 C -0.597 -0.723 -6.634
38 C 0.298 -1.752 -5.973
39 C 0.685 -1.081 -4.676
40 C 1.017 0.332 -5.112
41 H -1.782 0.923 -8.707
42 H -1.433 2.048 -10.017
43 H -0.496 0.554 -9.878
44 H -0.448 2.935 -7.946
45 H 0.769 2.547 -9.132
46 H 1.589 1.894 -7.000
47 H 1.342 0.413 -7.946
48 H -1.834 1.691 -6.506
49 H -0.580 2.563 -5.548
50 H -1.468 1.173 -4.836
51 H -1.608 -0.756 -6.212
52 H -0.646 -0.844 -7.721
53 H 1.186 -1.940 -6.588
54 H -0.214 -2.704 -5.813
55 H 1.535 -1.568 -4.188
56 H -0.155 -1.079 -3.972
57 H 2.037 0.379 -5.509
58 H 0.897 1.075 -4.317
59 C -4.000 1.508 8.184
60 O -4.551 1.073 6.943
61 C -3.932 1.584 5.848
62 O -2.983 2.352 5.854
63 O -4.552 1.092 4.746
64 C -4.003 1.547 3.511
65 H -4.571 1.038 8.990
66 H -2.955 1.193 8.274
67 H -4.088 2.594 8.287
68 H -2.959 1.234 3.414
69 H -4.092 2.635 3.427
70 H -4.576 1.092 2.698
71 C 0.954 3.589 7.861
72 O 0.093 4.280 8.391
73 N 0.884 3.058 6.591
74 C 1.948 2.250 6.035
75 C -0.292 3.316 5.785
76 H 1.889 3.332 8.385
77 H 2.323 2.733 5.128
78 H 1.550 1.262 5.787
79 H 2.770 2.136 6.747
80 H -0.403 4.396 5.653
81 H -1.173 2.932 6.308
82 H -0.204 2.833 4.808
83 O 1.033 0.155 4.170
84 H 1.890 -0.120 3.899
85 Na -0.938 1.774 7.385
86 F 5.687 1.062 -1.010
87 P 5.362 2.103 -2.124
88 F 4.713 0.943 -2.938
89 F 5.026 3.614 -2.306
90 F 3.979 2.318 -1.439
91 F 6.033 2.141 -3.529
92 F 6.731 2.538 -1.521
93 Cs 2.062 1.229 8.660
94 Cl -0.038 -5.981 -0.269
95 Al 1.762 2.355 -4.472

Results
E_LUMO: -11.02 eV
total charge: +3

=====

Entry from the OMol25 dataset: a structure of composition C23H45Cl2CuO11S4 in a non-equilibrium geometry (the ωB97M-V functional and the def2-TZVPD basis).

CARTESIAN COORDINATES (ANGSTROEM)
1 Cu 1.461 -2.268 -2.399
2 C 1.042 -0.010 0.401
3 O 1.506 -0.837 -0.606
4 H 0.044 -0.362 0.734
5 H 1.670 -0.007 1.308
6 H 0.903 1.030 0.057
7 C 1.108 -3.511 2.514
8 C 2.617 -3.255 2.503
9 C 3.084 -3.204 1.032
10 S 2.142 -4.558 0.232
11 O 2.800 -5.802 0.503
12 O 1.825 -4.156 -1.127
13 C 0.675 -4.320 1.275
14 H 0.484 -2.629 2.614
15 H 0.939 -4.153 3.381
16 H 3.232 -4.018 2.982
17 H 2.937 -2.339 3.002
18 H 4.148 -3.407 0.933
19 H 2.819 -2.267 0.533
20 H 0.195 -5.265 1.518
21 H -0.038 -3.739 0.691
22 C -0.276 3.016 -3.501
23 C -0.280 2.316 -2.143
24 C -1.045 1.006 -2.317
25 S -0.502 0.364 -3.929
26 O -1.631 -0.067 -4.732
27 O 0.604 -0.539 -3.734
28 C 0.116 1.977 -4.584
29 H 0.404 3.864 -3.519
30 H -1.284 3.367 -3.725
31 H -0.893 2.905 -1.458
32 H 0.731 2.164 -1.777
33 H -2.121 1.136 -2.432
34 H -0.821 0.253 -1.560
35 H -0.253 2.125 -5.597
36 H 1.197 1.923 -4.718
37 C -4.431 -2.312 -2.033
38 C -3.760 -1.563 -0.861
39 C -2.508 -2.371 -0.480
40 S -2.007 -3.291 -2.022
41 O -2.268 -4.700 -1.874
42 O -0.700 -2.802 -2.418
43 C -3.314 -2.559 -3.038
44 H -5.195 -1.740 -2.560
45 H -4.886 -3.233 -1.666
46 H -4.433 -1.517 -0.004
47 H -3.502 -0.533 -1.095
48 H -2.567 -3.040 0.375
49 H -1.671 -1.700 -0.270
50 H -3.528 -3.169 -3.908
51 H -2.973 -1.551 -3.284
52 C -2.939 1.096 1.544
53 C -3.931 1.488 2.635
54 C -3.947 3.011 2.807
55 S -2.392 3.627 2.019
56 O -1.587 4.359 2.949
57 O -2.800 4.189 0.748
58 C -1.695 1.973 1.649
59 H -3.394 1.230 0.559
60 H -2.666 0.040 1.573
61 H -3.710 1.014 3.589
62 H -4.930 1.171 2.334
63 H -3.856 3.253 3.864
64 H -4.779 3.547 2.363
65 H -1.047 1.772 2.507
66 H -1.045 2.067 0.784
67 O 2.156 1.164 5.252
68 C 2.277 1.605 4.146
69 O 1.310 2.357 3.566
70 C 1.728 2.852 2.293
71 C 3.159 2.381 2.042
72 C 3.479 1.473 3.214
73 H 1.554 3.928 2.266
74 H 1.079 2.458 1.505
75 H 3.798 3.267 2.016
76 H 3.277 1.949 1.058
77 H 4.369 1.737 3.781
78 H 3.625 0.444 2.884
79 Cl 3.601 2.615 -3.228
80 C 3.228 1.457 -1.916
81 C 4.456 0.794 -1.352
82 Cl 5.339 1.956 -0.337
83 H 2.538 0.727 -2.322
84 H 2.642 1.969 -1.156
85 H 5.110 0.424 -2.139
86 H 4.194 -0.047 -0.713

Results
E_LUMO: 0.08 eV
total charge: 0
ΔE to the lowest compared entry with this formula, charge and spin: 0.0 kcal/mol

=====

The following Kohn-Sham gap values (in eV) correspond, in order, to the records above: 10.36; 2.29; 8.03.